# 1
CH8N2O3 | ωB97M-V with the def2-TZVPD basis set

Geometry as ORCA input:
```
! RIJCOSX wB97M-V def2-TZVPD def2/J DEFGRID3
* xyz 0 1
N 0.857 1.281 0.932
C -0.141 0.952 -0.008
N 0.251 1.004 -1.314
O -1.288 0.796 0.355
H 1.763 1.439 0.668
H 0.575 1.392 1.866
H -0.136 0.336 -1.933
H 1.162 1.445 -1.557
O -1.087 -1.862 0.642
H -1.742 -1.326 0.012
H -1.564 -1.932 1.499
O 1.240 -1.348 -0.637
H 0.418 -1.534 -0.191
H 1.703 -2.219 -0.520
*
```

SMILES: NC(N)=O.O.O
HOMO level: -9.7 eV
Kohn-Sham gap: 10.4 eV
Energy above the lowest of the compared OMol25 structures with the same formula, charge and spin: 105.6 kJ/mol
Electronic energy: -378.14732 Eh

***

# 2
C18H16N4O2 | ωB97M-V with the def2-TZVPD basis set

Geometry as ORCA input:
```
! RIJCOSX wB97M-V def2-TZVPD def2/J DEFGRID3
* xyz 0 1
C -4.858 -0.215 -0.128
N -3.494 -0.706 0.269
N -3.646 -1.519 1.421
C -2.293 -1.854 1.451
C -1.452 -1.114 0.592
N -0.164 -1.110 0.472
C 0.487 -1.158 -0.581
C 2.016 -1.148 -0.492
C 2.618 -0.985 -1.672
C 3.942 -0.960 -1.832
C 4.771 -1.021 -0.662
C 4.106 -0.668 0.692
C 2.686 -0.904 0.586
O 2.023 -0.835 2.028
C -2.257 -0.339 -0.258
C -2.237 0.450 -1.418
O -3.002 0.208 -2.279
N -1.210 1.406 -1.769
C -0.252 1.694 -0.530
C 1.005 1.735 -0.852
C 1.926 2.484 0.091
C 1.386 2.451 1.542
C 0.170 2.239 1.825
C -0.757 1.995 0.734
H -4.919 -0.230 -1.035
H -5.705 -0.812 0.212
H -5.199 0.941 0.209
H -2.101 -2.406 2.600
H -0.058 -1.192 -1.311
H 2.073 -1.355 -2.692
H 4.543 -1.076 -2.552
H 5.928 -0.628 -0.639
H 4.580 -0.643 1.660
H 1.157 -1.072 1.810
H -0.997 1.591 -2.632
H 1.368 1.982 -1.832
H 2.888 2.428 -0.138
H 2.146 2.658 2.172
H -0.174 2.467 2.787
H -1.838 1.717 0.913
*
```

SMILES: Cn1ncc(/N=C/c2ccccc2O)c1C(=O)Nc1ccccc1
HOMO level: -8.6 eV
Kohn-Sham gap: 8.2 eV
Energy above the lowest of the compared OMol25 structures with the same formula, charge and spin: 1193.6 kJ/mol
Electronic energy: -1064.57186 Eh

***

# 3
C4H7NO2 | ωB97M-V with the def2-TZVPD basis set

Geometry as ORCA input:
```
! RIJCOSX wB97M-V def2-TZVPD def2/J DEFGRID3
* xyz 0 1
C 1.212 -0.648 -0.516
C -0.250 -0.204 -0.378
C -1.190 -1.387 -0.823
O -0.894 -2.313 -1.522
O -2.502 -1.192 -0.452
C -0.645 1.110 -1.016
N -0.811 0.778 0.436
H 1.465 -1.244 -1.356
H 1.495 -1.149 0.358
H 1.890 0.224 -0.420
H -2.620 -0.596 0.388
H 0.061 1.909 -1.359
H -1.530 1.069 -1.657
H -0.219 1.261 1.126
*
```

SMILES: C[C@]1(C(=O)O)CN1
HOMO level: -9.8 eV
Kohn-Sham gap: 10.6 eV
Energy above the lowest of the compared OMol25 structures with the same formula, charge and spin: 190.8 kJ/mol
Electronic energy: -361.80820 Eh

***

# 4
C15H21NO3 | ωB97M-V with the def2-TZVPD basis set

Geometry as ORCA input:
```
! RIJCOSX wB97M-V def2-TZVPD def2/J DEFGRID3
* xyz 0 1
C -2.819 -2.867 -1.541
C -3.026 -2.561 -0.062
C -3.750 -1.238 0.191
C -2.917 -0.005 -0.184
C -3.725 1.280 0.038
C -2.970 2.551 -0.356
C -2.737 2.678 -1.858
C -1.690 0.040 0.719
O -1.777 0.108 1.924
N -0.505 -0.003 0.037
C 0.799 0.029 0.534
C 1.090 0.122 1.894
C 2.408 0.152 2.318
C 3.446 0.091 1.409
C 3.161 -0.003 0.048
C 4.285 -0.069 -0.909
O 5.451 -0.046 -0.604
O 3.893 -0.160 -2.193
C 1.841 -0.033 -0.386
H -2.383 -3.856 -1.662
H -2.150 -2.149 -2.010
H -3.769 -2.846 -2.070
H -2.061 -2.551 0.451
H -3.621 -3.364 0.378
H -4.685 -1.223 -0.374
H -3.993 -1.166 1.252
H -2.625 -0.071 -1.234
H -4.656 1.220 -0.531
H -3.979 1.336 1.098
H -2.013 2.583 0.170
H -3.555 3.411 -0.022
H -3.680 2.611 -2.396
H -2.281 3.638 -2.087
H -2.075 1.899 -2.229
H -0.559 -0.065 -0.971
H 0.283 0.171 2.605
H 2.620 0.225 3.374
H 4.477 0.113 1.724
H 4.675 -0.200 -2.765
H 1.633 -0.106 -1.444
*
```

SMILES: CCCC(CCC)C(=O)Nc1cccc(C(=O)O)c1
HOMO level: -8.8 eV
Kohn-Sham gap: 9.2 eV
Energy above the lowest of the compared OMol25 structures with the same formula, charge and spin: 0.0 kJ/mol
Electronic energy: -864.71486 Eh

***

# 5
C23H58BN9O6S | ωB97M-V with the def2-TZVPD basis set

Geometry as ORCA input:
```
! RIJCOSX wB97M-V def2-TZVPD def2/J DEFGRID3
* xyz 0 1
N 7.199 -5.086 2.267
C 6.013 -4.798 1.460
N 5.444 -5.977 0.793
N 6.473 -3.928 0.381
C 4.963 -4.129 2.371
B 3.881 -3.275 1.589
C 2.786 -3.836 0.616
C 2.159 -5.184 0.965
C 1.290 -5.151 2.220
S -0.135 -4.032 2.049
H 7.967 -5.285 1.638
H 7.048 -5.888 2.864
H 5.539 -6.801 1.367
H 5.901 -6.127 -0.096
H 6.601 -2.983 0.718
H 5.803 -3.922 -0.376
H 4.502 -4.885 3.020
H 5.525 -3.468 3.033
H 3.888 -2.101 1.774
H 1.998 -3.086 0.495
H 3.264 -3.905 -0.372
H 1.511 -5.491 0.135
H 2.911 -5.967 1.077
H 0.896 -6.152 2.401
H 1.874 -4.881 3.102
H -1.100 -4.914 2.308
C 0.413 1.848 -0.463
N 1.454 0.837 -0.457
C 2.472 0.662 0.417
C 2.565 1.625 1.578
O 3.270 -0.252 0.263
H -0.566 1.366 -0.401
H 0.459 2.409 -1.397
H 0.512 2.540 0.364
H 1.445 0.155 -1.199
H 3.425 1.346 2.180
H 2.691 2.648 1.225
H 1.667 1.576 2.194
C -2.725 5.805 -2.454
N -2.102 5.203 -1.292
C -0.838 5.374 -0.831
C 0.069 6.302 -1.602
O -0.460 4.789 0.175
H -3.598 6.389 -2.158
H -3.048 5.035 -3.155
H -2.025 6.461 -2.961
H -2.656 4.569 -0.735
H 1.033 6.324 -1.104
H 0.207 5.948 -2.625
H -0.340 7.312 -1.630
C -1.731 5.315 4.551
N -2.937 6.097 4.356
C -3.335 6.752 3.235
C -2.432 6.667 2.031
O -4.394 7.361 3.206
H -1.982 4.285 4.812
H -1.128 5.737 5.357
H -1.136 5.303 3.643
H -3.580 6.184 5.126
H -2.891 7.222 1.217
H -1.451 7.093 2.241
H -2.299 5.631 1.721
C -9.896 6.306 2.028
N -9.097 5.455 1.171
C -7.740 5.351 1.123
C -6.937 6.216 2.064
O -7.210 4.581 0.337
H -10.562 5.708 2.653
H -10.507 6.987 1.433
H -9.256 6.896 2.675
H -9.572 4.853 0.519
H -5.887 6.018 1.903
H -7.122 7.274 1.879
H -7.181 5.994 3.103
C 0.070 -2.133 -4.513
N 0.597 -0.809 -4.234
C -0.014 0.395 -4.383
C -1.430 0.395 -4.912
O 0.568 1.428 -4.092
H 0.072 -2.744 -3.610
H 0.678 -2.635 -5.266
H -0.948 -2.063 -4.881
H 1.541 -0.741 -3.886
H -1.769 1.425 -4.969
H -1.474 -0.048 -5.907
H -2.094 -0.161 -4.249
C 3.001 -9.254 -1.282
N 2.962 -7.984 -1.977
C 2.159 -7.609 -3.008
C 1.170 -8.630 -3.523
O 2.243 -6.492 -3.490
H 2.781 -9.116 -0.221
H 3.990 -9.709 -1.368
H 2.270 -9.938 -1.699
H 3.593 -7.257 -1.674
H 0.612 -8.178 -4.337
H 1.683 -9.518 -3.895
H 0.474 -8.928 -2.739
*
```

SMILES: NC(N)(N)CBCCCS.CNC(C)=O.CNC(C)=O.CNC(C)=O.CNC(C)=O.CNC(C)=O.CNC(C)=O
HOMO level: -8.8 eV
Kohn-Sham gap: 9.3 eV
Energy above the lowest of the compared OMol25 structures with the same formula, charge and spin: 0.0 kJ/mol
Electronic energy: -2278.51259 Eh

***

# 6
C2H4F2S | ωB97M-V with the def2-TZVPD basis set

Geometry as ORCA input:
```
! RIJCOSX wB97M-V def2-TZVPD def2/J DEFGRID3
* xyz 0 1
C -0.818 -0.652 -0.218
C 0.207 0.285 0.166
F 1.487 -0.856 0.972
F 0.049 1.113 1.208
S 1.040 1.153 -1.052
H -0.723 -1.138 -1.267
H -1.138 -1.428 0.533
H -1.757 -0.193 -0.335
H 1.653 1.716 -0.007
*
```

HOMO level: -10.5 eV
Kohn-Sham gap: 10.8 eV
Energy above the lowest of the compared OMol25 structures with the same formula, charge and spin: 206.1 kJ/mol
Electronic energy: -676.44686 Eh

***

Q: What is the HOMO level in the second record?
A: -8.6 eV